1.
Entry from the OMol25 dataset: a molecular structure, C35H23Cl5N2O3Sm (ωB97M-V/def2-TZVPD).

Results
- spin multiplicity = 6
- ⟨S²⟩ = 8.76
- total charge = -1
- HOMO (spin up / spin down) (eV) = -5.1 / -5.1
- electronic energy (Eh) = -4641.79499
- maximum force (Eh/bohr) = 0.01170
- energy above the lowest of the compared OMol25 structures with the same formula, charge and spin (kJ/mol) = 12.8

Last column: Mulliken charge in e.
Element x y z (Å)
1 Sm -0.02524 0.02439 -0.43159  0.883
2 C -3.67216 0.78839 -1.92468  -0.523
3 C -3.51517 1.89177 -1.09351  -0.350
4 C -2.49199 2.79803 -1.32818  -0.415
5 C -1.62571 2.60590 -2.40097  -0.274
6 C -1.78720 1.50861 -3.23491  -0.435
7 C -2.80720 0.59503 -2.99072  -0.132
8 H -4.44104 0.05763 -1.70965  0.359
9 H -4.16305 2.01908 -0.23553  0.382
10 H -2.33997 3.63075 -0.65308  0.412
11 H -0.81559 3.30289 -2.57604  0.371
12 H -1.08482 1.31899 -4.03446  0.266
13 H -2.88478 -0.29121 -3.60741  0.357
14 C -0.91530 -1.12242 -6.33681  -1.097
15 O -0.49665 -0.95678 -5.00293  -0.168
16 C 0.72388 -1.47443 -4.66085  0.302
17 C 1.54978 -2.15642 -5.52863  -0.598
18 C 2.78877 -2.64539 -5.08483  -0.953
19 C 3.16541 -2.44324 -3.78314  -0.987
20 C 2.33286 -1.76067 -2.87677  0.917
21 C 2.82550 -1.57631 -1.52443  -0.585
22 N 2.18558 -1.05877 -0.54412  0.513
23 N 2.96073 -0.91693 0.60417  -0.829
24 C 2.26802 -0.41595 1.59035  0.469
25 O 1.00927 -0.15194 1.57649  -0.533
26 C 3.02419 -0.07670 2.83156  0.327
27 C 4.33236 -0.50557 3.04056  -0.317
28 C 5.01429 -0.12442 4.18498  -0.590
29 C 4.40370 0.69987 5.12347  -0.348
30 C 3.10005 1.12992 4.91805  -0.706
31 C 2.41046 0.73590 3.77950  -0.349
32 C 1.09375 -1.25517 -3.30468  0.357
33 O 0.28931 -0.60221 -2.51890  -0.143
34 H -1.88177 -0.62997 -6.41823  0.230
35 H -1.02749 -2.17975 -6.59598  0.408
36 H -0.21540 -0.65898 -7.03962  0.406
37 H 1.25438 -2.31756 -6.55511  0.397
38 H 3.43521 -3.17462 -5.77222  0.375
39 H 4.12305 -2.80731 -3.42766  0.333
40 H 3.85107 -1.88683 -1.32167  0.302
41 H 4.80038 -1.12869 2.29129  0.439
42 H 6.03080 -0.46370 4.34309  0.374
43 H 4.94488 1.00699 6.01007  0.376
44 H 2.61869 1.77778 5.64008  0.404
45 H 1.38961 1.05341 3.60619  0.458
46 Cl -1.52455 2.00862 1.90868  -0.062
47 C -0.00354 2.77151 1.47267  0.731
48 C 0.58069 2.34010 0.29975  -1.138
49 C 1.85368 2.81831 0.07369  0.954
50 Cl 2.69898 2.19344 -1.33863  -0.205
51 C 2.51781 3.70373 0.91802  -0.334
52 Cl 4.12260 4.24338 0.57117  -0.212
53 C 1.86389 4.14330 2.06750  0.763
54 Cl 2.64086 5.25265 3.13825  -0.222
55 C 0.58607 3.66613 2.35744  -0.486
56 Cl -0.21305 4.15150 3.81331  -0.203
57 C -1.98576 -1.10603 0.44679  -0.527
58 C -2.77389 -1.48704 1.29848  -0.024
59 C -3.69724 -1.93317 2.29537  0.248
60 C -4.24704 -1.03384 3.21794  -0.434
61 C -5.13103 -1.46675 4.19235  -0.523
62 C -5.48870 -2.80647 4.27379  -0.386
63 C -4.94669 -3.70986 3.36893  -0.441
64 C -4.06194 -3.28178 2.39291  -0.452
65 H -3.95939 0.00799 3.15763  0.364
66 H -5.54164 -0.75436 4.89767  0.363
67 H -6.17836 -3.14347 5.03736  0.366
68 H -5.21420 -4.75815 3.42707  0.351
69 H -3.63307 -3.98313 1.68931  0.426

***

2.
Entry from the OMol25 dataset: a molecular structure, C35H24BrGdN4O4S at a distorted geometry (ωB97M-V/def2-TZVPD).

Results
- spin multiplicity = 8
- ⟨S²⟩ = 15.87
- total charge = 0
- HOMO (spin up / spin down) (eV) = -6.8 / -6.8
- electronic energy (Eh) = -5606.15071
- maximum force (Eh/bohr) = 0.03771
- energy above the lowest of the compared OMol25 structures with the same formula, charge and spin (kJ/mol) = 0.0

Last column: Mulliken charge in e.
Element x y z (Å)
1 Gd -0.39131 1.11280 0.28706  1.147
2 Br -6.58357 -1.68362 4.43886  -0.197
3 C -5.42369 -0.85334 3.17178  -0.587
4 C -5.67426 -0.81877 1.78353  -0.204
5 C -4.73920 -0.34725 0.86732  -0.886
6 C -3.48225 0.09870 1.26819  0.283
7 O -2.59784 0.45854 0.36798  -0.485
8 C -3.20788 0.05805 2.63460  0.617
9 C -1.94293 0.37238 3.24394  -0.450
10 N -0.80803 0.61399 2.68078  0.282
11 C 0.37003 0.81278 3.51394  0.308
12 C 0.57877 0.14799 4.71048  -0.254
13 C 1.73707 0.31709 5.45418  -1.207
14 C 2.73985 1.09860 4.93189  -0.601
15 C 2.58803 1.76859 3.70989  1.063
16 C 3.60864 2.56756 3.08600  -0.760
17 C 3.49841 3.05647 1.85276  -1.109
18 C 2.29599 2.78877 1.00506  0.511
19 N 1.18531 2.24025 1.75941  -0.577
20 C 1.39544 1.63169 2.98144  -0.214
21 C -4.19326 -0.39094 3.57201  -0.606
22 H -6.59038 -1.19300 1.39292  0.439
23 H -4.93346 -0.33195 -0.18696  0.473
24 H -1.93994 0.31292 4.32499  0.458
25 H -0.22270 -0.53582 5.01107  0.460
26 H 1.95375 -0.23829 6.36808  0.337
27 H 3.66510 1.13575 5.49551  0.389
28 H 4.52746 2.73141 3.60616  0.434
29 H 4.34490 3.60379 1.40584  0.631
30 H 1.91950 3.68084 0.44205  0.313
31 H -3.96203 -0.30987 4.62358  0.474
32 O 0.36768 4.49973 -2.23431  -0.720
33 C -0.10433 3.42934 -1.86564  0.306
34 O -0.31802 3.07572 -0.62498  -0.568
35 C -0.33545 2.33220 -2.86687  0.443
36 C -0.15702 2.58698 -4.23238  -0.621
37 C -0.25216 1.56895 -5.18902  -0.895
38 C -0.60887 0.30200 -4.71515  0.920
39 C -0.70121 -0.84872 -5.56002  -0.667
40 C -1.19627 -2.03516 -5.11825  -0.900
41 C -1.67582 -2.09756 -3.78528  -0.498
42 C -1.59232 -1.03280 -2.91525  -0.413
43 C -1.00033 0.16648 -3.32374  0.082
44 N -0.81314 1.16894 -2.44070  0.124
45 H 0.04173 3.58481 -4.53562  0.579
46 H -0.09369 1.75626 -6.24544  0.432
47 H -0.40983 -0.63186 -6.57966  0.403
48 H -1.31052 -2.89927 -5.76761  0.413
49 H -2.26560 -2.92354 -3.44113  0.471
50 H -1.93096 -1.11370 -1.89781  0.672
51 S -0.73363 -3.99302 1.00387  -0.263
52 C -0.80999 -2.20893 0.99096  -0.215
53 N -0.14119 -1.58749 0.10733  0.685
54 C 0.64274 -2.50326 -0.61710  -0.595
55 C 1.56275 -2.13967 -1.55855  0.153
56 C 2.26222 -3.10124 -2.27230  -0.845
57 C 1.99851 -4.43947 -2.02437  -0.525
58 C 1.10791 -4.85536 -1.02655  -0.496
59 C 0.41978 -3.84688 -0.31108  0.424
60 H -1.41307 -1.69501 1.71996  0.286
61 H 1.76906 -1.06288 -1.67409  0.275
62 H 2.96246 -2.73936 -2.99527  0.463
63 H 2.38366 -5.19160 -2.66820  0.412
64 H 0.98087 -5.94206 -0.87709  0.357
65 C 4.02568 1.89188 -0.79447  -1.620
66 C 2.69458 1.79978 -0.08515  0.433
67 O 1.86318 0.98500 -0.48653  -0.125
68 H 4.28831 0.93018 -1.20497  0.383
69 H 4.78727 2.26549 -0.09351  0.468
70 H 3.98951 2.63900 -1.59841  0.299

***

3.
Entry from the OMol25 dataset: a molecular structure, C35H24ClN5O5S2SeTl (ωB97M-V/def2-TZVPD).

Results
- total charge = -1
- HOMO (eV) = -5.2
- electronic energy (Eh) = -5828.87800
- maximum force (Eh/bohr) = 0.01202
- energy above the lowest of the compared OMol25 structures with the same formula, charge and spin (kJ/mol) = 63.7

Last column: Mulliken charge in e.
Element x y z (Å)
1 Tl 0.13035 -0.19390 0.28073  1.414
2 Cl -5.33101 3.44959 -3.82827  -0.273
3 C -3.99195 2.53551 -3.17412  -0.007
4 C -3.64595 1.31170 -3.75615  -0.670
5 C -2.59751 0.58936 -3.25876  -0.584
6 C -1.82500 1.03215 -2.14141  -0.323
7 O -0.86185 0.29345 -1.74871  0.049
8 C -2.20227 2.28189 -1.57020  0.997
9 C -1.49382 2.91879 -0.48750  -0.753
10 N -0.52483 2.43052 0.19357  0.545
11 C 0.10826 3.32297 1.07970  -0.724
12 C 0.61796 4.50902 0.62769  -0.209
13 C 1.33073 5.37324 1.48516  -0.791
14 C 1.53557 5.03819 2.78919  -1.052
15 C 1.01726 3.82010 3.29501  1.555
16 C 1.21635 3.40920 4.63350  -0.688
17 C 0.69978 2.22312 5.05686  -0.960
18 C -0.02962 1.44342 4.13140  -0.086
19 N -0.23193 1.78496 2.88914  0.061
20 C 0.29165 2.95931 2.45028  -0.111
21 C -3.27960 3.00828 -2.10616  -1.113
22 H -4.21632 0.94290 -4.59833  0.422
23 H -2.32914 -0.36671 -3.68994  0.389
24 H -1.84134 3.93359 -0.25138  0.364
25 H 0.51514 4.76078 -0.41999  0.583
26 H 1.72947 6.29703 1.08943  0.390
27 H 2.09509 5.68574 3.45141  0.385
28 H 1.79048 4.03938 5.30169  0.390
29 H 0.84541 1.86514 6.06588  0.395
30 H -0.44521 0.49167 4.44165  0.456
31 H -3.54209 3.95902 -1.66013  0.439
32 C 1.74950 0.49570 -3.39091  -1.265
33 C 1.77533 -0.86886 -2.81194  0.138
34 N 1.40948 -1.19525 -1.59389  0.190
35 C 1.57385 -2.54416 -1.46235  0.225
36 C 2.05998 -3.05288 -2.63833  0.119
37 N 2.18088 -1.97142 -3.47956  0.037
38 C 2.41620 -4.40171 -3.13754  0.466
39 O 2.27791 -5.39061 -2.29463  -0.594
40 O 2.80360 -4.52580 -4.28441  -0.688
41 C 1.28778 -3.21696 -0.15230  0.584
42 O 1.46964 -4.45451 -0.09587  -0.954
43 O 0.90457 -2.47656 0.77589  -0.396
44 H 1.07168 0.54249 -4.24328  0.291
45 H 1.38333 1.18734 -2.63636  0.017
46 H 2.74529 0.80373 -3.71263  0.446
47 H 2.51207 -2.05006 -4.42821  0.228
48 H 1.92142 -5.04593 -1.37226  0.420
49 S -1.83445 -0.61959 1.70594  -0.473
50 C -2.45258 -1.73116 0.50407  0.482
51 N -1.73584 -2.05457 -0.51852  0.106
52 C -2.42761 -2.85648 -1.39254  -0.708
53 C -1.92392 -3.35494 -2.59097  0.187
54 C -2.73950 -4.15117 -3.36852  -0.876
55 C -4.04521 -4.45437 -2.96730  -0.445
56 C -4.55566 -3.96612 -1.77946  -0.582
57 C -3.73599 -3.16514 -0.99425  0.594
58 S -4.07058 -2.39322 0.52734  -0.352
59 H -0.91234 -3.11491 -2.88636  0.413
60 H -2.36107 -4.55303 -4.29895  0.413
61 H -4.66520 -5.08064 -3.59472  0.369
62 H -5.56446 -4.20307 -1.47127  0.377
63 Se 2.43022 0.84478 0.91344  -0.058
64 C 2.73189 0.22425 2.69491  0.662
65 C 2.02276 -0.80385 3.30651  -0.311
66 C 2.28911 -1.14966 4.62204  -0.774
67 C 3.26383 -0.48295 5.35083  -0.524
68 C 3.98261 0.53421 4.73965  -0.520
69 C 3.71911 0.88365 3.42651  -0.816
70 H 1.28125 -1.36899 2.75752  0.536
71 H 1.72966 -1.96055 5.07170  0.406
72 H 3.46840 -0.75915 6.37729  0.376
73 H 4.75228 1.06300 5.28724  0.386
74 H 4.27672 1.68972 2.96522  0.377

***

4.
Entry from the OMol25 dataset: a molecular structure, C35H26AsF6MoN7STe at a distorted geometry (ωB97M-V/def2-TZVPD).

Results
- spin multiplicity = 4
- ⟨S²⟩ = 3.86
- total charge = +3
- HOMO (spin up / spin down) (eV) = -15.3 / -15.3
- electronic energy (Eh) = -5301.19466
- maximum force (Eh/bohr) = 0.04309
- energy above the lowest of the compared OMol25 structures with the same formula, charge and spin (kJ/mol) = 35.0

Last column: Mulliken charge in e.
Element x y z (Å)
1 Mo -0.71137 -0.05571 -0.21814  -0.109
2 C 1.13256 2.19726 3.18339  -0.585
3 C 0.55387 1.17279 2.43587  -0.392
4 N 0.48514 1.25504 1.10994  0.828
5 C 0.99326 2.36210 0.52053  -0.842
6 C 1.54827 3.36694 1.29153  -0.288
7 N 1.61792 3.28575 2.61529  -0.525
8 C 0.94237 2.37540 -0.94964  1.180
9 C 1.28844 3.43588 -1.76757  -0.368
10 C 1.16672 3.29814 -3.15052  0.627
11 C 0.74125 2.07122 -3.67365  -0.920
12 C 0.42850 1.04979 -2.80079  1.149
13 N 0.51032 1.22186 -1.47236  -0.107
14 C 0.05689 -0.33175 -3.14950  -0.545
15 C 0.22429 -0.91874 -4.39181  -0.706
16 N 0.04763 -2.22225 -4.58753  -0.459
17 C -0.27538 -2.96175 -3.54073  -0.887
18 C -0.48374 -2.40041 -2.28302  -0.367
19 N -0.34271 -1.08798 -2.09592  1.399
20 C 1.48337 4.43292 -4.04706  0.142
21 C 0.66528 4.70713 -5.14200  -0.348
22 C 0.97530 5.79232 -5.95336  -0.561
23 N 2.04192 6.50635 -5.66697  0.073
24 C 2.85927 6.29674 -4.65822  -0.538
25 C 2.59262 5.23911 -3.79637  -0.339
26 H 1.18666 2.12224 4.26231  0.437
27 H 0.12591 0.30421 2.91409  0.511
28 H 1.95462 4.26284 0.83947  0.376
29 H 1.60310 4.37754 -1.34083  0.784
30 H 0.67742 1.92527 -4.74312  0.736
31 H 0.53236 -0.33284 -5.24922  0.455
32 H -0.38746 -4.02897 -3.68514  0.462
33 H -0.77197 -3.00404 -1.43533  0.643
34 H -0.22509 4.12779 -5.35282  0.596
35 H 0.37186 6.08318 -6.80583  0.431
36 H 3.71562 6.95131 -4.54105  0.431
37 H 3.27192 5.04420 -2.97581  0.566
38 S -1.78262 -1.13695 1.67079  -0.391
39 C -0.30189 -2.08293 1.58381  0.561
40 C 0.11896 -3.11192 2.41024  -0.884
41 C 1.36023 -3.67422 2.15532  -0.264
42 C 2.14595 -3.20507 1.10101  -1.122
43 C 1.66346 -2.18213 0.31606  -0.368
44 N 0.45572 -1.64459 0.55903  0.472
45 H -0.50531 -3.44853 3.22652  0.552
46 H 1.72462 -4.47826 2.78179  0.458
47 H 3.11914 -3.62847 0.89828  0.484
48 H 2.22543 -1.77321 -0.51405  0.547
49 F -1.74599 1.71054 -0.39729  -0.292
50 As -2.93200 2.99524 0.62500  1.915
51 F -2.14656 4.13379 -0.37454  -0.458
52 F -4.02078 2.62555 -0.65084  -0.441
53 F -3.94413 4.03358 1.45809  -0.395
54 F -3.41172 1.53314 1.40273  -0.448
55 F -1.61052 3.08128 1.72091  -0.420
56 Te -3.47971 -0.54948 -1.32372  0.462
57 C -4.98310 -0.76629 0.09741  0.947
58 C -5.14061 -1.88489 0.91166  -0.100
59 C -6.24304 -1.94536 1.74392  -0.850
60 C -7.17490 -0.90738 1.75581  -0.606
61 C -7.00548 0.20196 0.94252  -0.779
62 C -5.89948 0.28841 0.11041  -0.527
63 C -3.48754 -2.43113 -2.23383  0.674
64 C -3.37730 -3.63478 -1.53868  -0.294
65 C -3.41367 -4.82817 -2.24244  -0.738
66 C -3.55761 -4.82014 -3.62723  -0.601
67 C -3.66387 -3.61919 -4.31469  -0.742
68 C -3.62696 -2.41659 -3.62031  -0.454
69 H -4.42478 -2.69274 0.91662  0.239
70 H -6.38155 -2.80289 2.38836  0.438
71 H -8.03468 -0.96890 2.40934  0.426
72 H -7.72845 1.00590 0.95502  0.442
73 H -5.76082 1.16245 -0.51172  0.449
74 H -3.26418 -3.65328 -0.46264  0.336
75 H -3.34428 -5.76824 -1.71106  0.466
76 H -3.59921 -5.75606 -4.16855  0.446
77 H -3.79261 -3.61552 -5.38879  0.453
78 H -3.73474 -1.48343 -4.16193  0.470